Record 1
# C7H6FN3O2

A single C7H6FN3O2 molecule in a non-equilibrium geometry (ωB97M-V/def2-TZVPD, OMol25).

charge: 0
energy above the lowest of the compared OMol25 structures with the same formula, charge and spin: 129.7 kcal per mole
HOMO-LUMO gap (alpha / beta): 7.01 / 6.91 eV
HOMO level (alpha / beta): -0.3051 / -0.3051 Eh

Each line ends with the Mulliken charge.
CARTESIAN COORDINATES (ANGSTROEM)
C1 0.851218 0.105491 2.471423  -0.5345
C2 -0.437412 -0.454326 2.593963  -0.4928
C3 1.360878 0.392276 1.237639  -0.7965
C4 -1.188536 -0.731067 1.496202  -0.5622
C5 0.611652 0.132150 0.078036  0.3786
C6 -0.706137 -0.432319 0.187266  0.9596
C7 0.538481 0.138931 -2.319479  -0.4127
N1 1.185046 0.182280 -1.144091  -0.0461
N2 -1.341221 -0.634985 -0.938299  -0.2775
N3 -0.553396 0.953032 -2.625423  0.9196
O1 -0.902284 0.971187 -3.793365  -0.6548
O2 -1.045277 1.628293 -1.733252  -0.5131
F1 -2.399443 -1.521629 -0.820769  -0.2290
H1 1.431324 0.306461 3.357350  0.3918
H2 -0.827382 -0.646601 3.580625  0.3843
H3 2.345483 0.825134 1.142604  0.3479
H4 -2.188433 -1.126729 1.586508  0.4253
H5 1.066122 -0.241806 -3.182284  0.4234
H6 2.199316 0.154227 -1.174654  0.2886

Atomic forces in eV per Å
0.14 0.10 -0.22
-0.18 -0.06 -0.07
0.03 0.08 0.17
-0.16 -0.08 0.15
-0.56 -0.25 0.36
0.24 -0.19 0.70
0.87 -0.48 -0.32
0.19 0.26 -0.37
-0.44 -0.18 -0.87
0.20 0.88 0.25
-0.31 -0.21 -0.49
0.08 0.28 -0.10
0.08 -0.14 0.69
0.09 0.04 0.07
-0.11 -0.06 0.09
0.13 0.03 -0.05
-0.01 -0.07 -0.01
-0.09 0.13 0.05
-0.19 -0.09 -0.04


Record 2
# C2HClO2S

A single C2HClO2S molecule in a non-equilibrium geometry (ωB97M-V/def2-TZVPD, OMol25).

charge: 0
energy above the lowest of the compared OMol25 structures with the same formula, charge and spin: 0.0 kcal per mole
HOMO-LUMO gap: 9.12 eV
HOMO level: -0.3773 Eh
structure (SMILES): O=CC(=O)SCl

Each line ends with the Mulliken charge.
CARTESIAN COORDINATES (ANGSTROEM)
O1 -0.654246 -1.941522 -1.105702  -0.3755
C1 0.028458 -1.001113 -0.834368  -0.1181
C2 -0.308813 -0.001681 0.249595  0.7716
O2 -1.242230 -0.002876 0.992045  -0.4210
S1 0.945597 1.275127 0.286026  -0.0093
Cl1 0.252622 2.431521 1.759520  -0.1163
H1 0.978612 -0.759456 -1.347116  0.2686

Atomic forces in eV per Å
0.08 0.16 0.08
0.11 -0.32 -0.34
-0.46 0.81 1.01
0.01 -0.41 -0.35
0.25 0.01 -0.19
-0.03 -0.07 -0.03
0.04 -0.17 -0.18


Record 3
# C50H71AsP2PdSi

A molecular structure, C50H71AsP2PdSi in a non-equilibrium geometry (ωB97M-V/def2-TZVPD, OMol25).

charge: -2
HOMO-LUMO gap: 4.17 eV
HOMO level: -0.0018 Eh

Each line ends with the Mulliken charge.
CARTESIAN COORDINATES (ANGSTROEM)
Pd1 -1.414983 -1.347877 -0.278513  -1.4145
C1 -0.772166 -1.713527 3.557796  -1.5277
Si1 -0.768125 -0.761796 1.868869  1.9466
C2 -1.919138 0.755640 2.202736  0.4050
C3 -2.792848 0.835315 3.283694  -0.1815
C4 -3.799403 1.791501 3.346503  -0.9466
C5 -3.949480 2.692170 2.308056  -0.9672
C6 -3.081729 2.645698 1.223140  -0.1931
C7 -2.073939 1.690879 1.156227  0.6273
P1 -0.793494 1.569381 -0.155971  -1.4408
C8 0.118598 3.155606 0.409333  1.3187
C9 -0.677578 4.470044 0.529654  -0.5456
C10 0.236096 5.706342 0.475236  -0.9499
C11 1.560751 5.429350 1.178996  -0.8861
C12 2.345490 4.347118 0.416441  -0.6383
C13 1.407732 3.419756 -0.372287  -0.2280
C14 -1.542773 1.954935 -1.833316  1.1419
C15 -0.412343 1.732658 -2.850091  -0.7294
C16 -0.890461 2.047346 -4.262880  -1.3093
C17 -1.174460 3.554928 -4.407252  -0.8307
C18 -1.570298 4.174689 -3.058452  -0.5577
C19 -2.389693 3.179985 -2.237965  -0.9380
C20 0.976755 0.111771 2.154112  0.2842
C21 1.056246 0.881819 3.320225  -0.1792
C22 2.214906 1.512780 3.739315  -0.8539
C23 3.358468 1.391854 2.969547  -0.9600
C24 3.313543 0.663866 1.792280  0.1302
C25 2.154283 0.006178 1.364003  0.8037
P2 2.184251 -1.016172 -0.178002  -0.0228
C26 3.733017 -0.288979 -1.080017  0.6133
C27 5.166573 -0.641758 -0.657430  -1.2120
C28 6.153457 0.282755 -1.379008  -1.0449
C29 6.042986 0.132376 -2.895893  -0.7629
C30 4.602964 0.355166 -3.359310  -0.7472
C31 3.640676 -0.552368 -2.590696  -0.7624
C32 3.048834 -2.541678 0.514216  0.2130
C33 3.169118 -3.550120 -0.644519  -0.6846
C34 3.395193 -4.994138 -0.165046  -0.9405
C35 3.962543 -5.004942 1.250846  -0.7273
C36 2.906820 -4.451091 2.210215  -1.1442
C37 2.291399 -3.126976 1.703769  0.9667
H1 -0.734707 -1.056207 4.431473  0.5418
H2 0.093681 -2.379933 3.603403  0.2282
H3 -1.667074 -2.336885 3.643634  0.3219
H4 -2.702476 0.110703 4.087718  0.2614
H5 -4.477985 1.822876 4.193096  0.3329
H6 -4.748880 3.425623 2.323736  0.3506
H7 -3.242682 3.347181 0.418624  0.0756
H8 0.425101 2.847995 1.416601  0.0818
H9 -1.232521 4.469693 1.467887  0.4271
H10 -1.403869 4.553942 -0.278950  -0.2728
H11 -0.269404 6.560527 0.936092  0.6108
H12 0.442656 5.975796 -0.566335  0.2150
H13 1.354993 5.092015 2.199198  0.2761
H14 2.150485 6.348128 1.251314  0.5499
H15 2.922640 3.747689 1.122702  0.0555
H16 3.053593 4.818583 -0.274046  0.5222
H17 1.911591 2.472927 -0.561533  -0.6705
H18 1.171483 3.872616 -1.340575  0.3508
H19 -2.178845 1.067100 -1.908361  0.2305
H20 -0.113513 0.688471 -2.762460  0.3659
H21 0.466547 2.344246 -2.621170  0.3208
H22 -1.798475 1.470764 -4.459309  0.3318
H23 -0.144401 1.733805 -4.998659  0.4909
H24 -1.979267 3.711247 -5.132419  0.3850
H25 -0.287911 4.065713 -4.796992  0.3205
H26 -2.135650 5.096555 -3.226013  0.5249
H27 -0.670914 4.443850 -2.496814  -0.1781
H28 -3.223237 2.831230 -2.858855  0.5465
H29 -2.838866 3.684205 -1.386199  0.4173
H30 0.159153 0.992130 3.922310  0.0952
H31 2.232766 2.082415 4.662944  0.3213
H32 4.289345 1.847754 3.291981  0.2880
H33 4.227080 0.600294 1.217825  0.0308
H34 3.617164 0.793350 -0.944725  0.1357
H35 5.395578 -1.675977 -0.929362  0.5171
H36 5.326213 -0.553699 0.417900  0.6105
H37 7.179065 0.066888 -1.058963  0.4107
H38 5.935331 1.320926 -1.104465  0.3464
H39 6.358798 -0.877225 -3.181049  0.2969
H40 6.714151 0.842773 -3.390454  0.4193
H41 4.524897 0.161233 -4.434063  0.4174
H42 4.325825 1.401982 -3.191609  0.2804
H43 3.889815 -1.596352 -2.802299  0.2662
H44 2.623905 -0.391976 -2.938737  0.2940
H45 4.039352 -2.241072 0.865846  0.3880
H46 3.999115 -3.254408 -1.290237  0.1454
H47 2.246969 -3.508710 -1.230659  0.1673
H48 4.067096 -5.516656 -0.853037  0.4539
H49 2.435234 -5.519394 -0.162162  0.2795
H50 4.874212 -4.398393 1.289156  0.3127
H51 4.228056 -6.025318 1.546777  0.4783
H52 3.351271 -4.319625 3.201934  0.3477
H53 2.114525 -5.199276 2.304125  0.3573
H54 2.273976 -2.391878 2.511726  0.0280
H55 1.262259 -3.283661 1.389084  -1.1286
C38 -6.293540 -3.459651 1.687848  -0.7485
C39 -4.915742 -3.433027 1.978109  -0.8468
C40 -4.107967 -2.492095 1.395009  0.1260
C41 -4.605169 -1.507105 0.507825  1.2462
C42 -3.708451 -0.553590 -0.102645  0.8682
C43 -4.371989 0.454064 -0.784641  0.2805
C44 -5.768214 0.526996 -0.954689  -0.9979
C45 -6.591140 -0.446799 -0.462252  -1.3525
C46 -6.020285 -1.491711 0.296117  1.0810
C47 -6.830234 -2.499315 0.875112  -0.7689
H56 -6.922360 -4.236025 2.112093  0.3502
H57 -4.499905 -4.182164 2.643359  0.3557
H58 -3.042121 -2.472342 1.590616  -0.2691
H59 -3.813408 1.278840 -1.214401  -0.3508
H60 -6.193872 1.374264 -1.489249  0.3704
H61 -7.666954 -0.420430 -0.611526  0.2675
H62 -7.895197 -2.497814 0.656173  0.3351
C48 -2.741311 -4.540970 -1.085731  -1.0395
As1 -1.007266 -3.793739 -0.468625  0.1543
C49 -1.900798 -1.712414 -2.298600  -1.5693
C50 -1.169206 -4.669068 1.333705  -0.8895
H63 -2.662096 -5.632889 -1.123895  0.4736
H64 -2.983375 -4.186574 -2.086413  0.3545
H65 -3.558446 -4.273024 -0.420347  0.1406
H66 -1.336850 -2.522440 -2.788826  0.5520
H67 -1.690163 -0.809670 -2.890383  0.0585
H68 -2.961783 -1.941423 -2.442286  0.4801
H69 -1.017434 -5.749763 1.235629  0.4668
H70 -2.154075 -4.507911 1.775830  0.0778
H71 -0.421714 -4.289320 2.031964  0.0958

Atomic forces in eV per Å
-1.16 -0.67 -0.20
-0.25 -0.06 -0.28
0.39 0.24 0.43
-0.02 -0.08 -0.10
0.13 -0.05 0.11
-0.08 0.04 0.01
-0.08 0.06 -0.01
0.01 -0.12 0.08
-0.10 0.14 0.22
-0.10 0.94 0.07
0.03 -0.26 -0.26
0.11 0.06 -0.11
0.04 -0.04 0.16
-0.01 0.03 -0.11
-0.07 0.01 -0.03
0.04 -0.06 0.15
0.02 -0.27 0.21
0.03 -0.20 -0.06
0.07 0.12 0.01
0.04 -0.03 0.05
-0.06 -0.05 -0.10
0.10 0.15 0.07
0.22 -0.25 -0.33
-0.06 0.05 0.06
0.00 0.00 0.06
0.12 0.09 0.07
0.05 -0.02 -0.01
-0.14 0.26 0.37
0.79 -0.05 0.01
-0.34 -0.19 0.09
0.07 0.28 0.04
0.08 -0.20 -0.09
-0.09 0.23 0.06
0.13 -0.23 -0.03
-0.07 0.31 0.02
-0.28 0.13 -0.12
-0.04 -0.04 0.17
0.10 0.09 0.08
-0.20 -0.16 -0.04
0.14 0.03 -0.04
0.06 0.01 -0.06
0.03 0.05 -0.01
-0.01 0.00 -0.03
-0.02 -0.03 0.03
-0.03 0.01 0.01
0.00 -0.04 0.00
0.00 -0.01 0.02
0.05 0.02 0.01
0.02 -0.02 0.02
-0.04 0.00 -0.02
-0.05 -0.01 0.08
-0.02 0.02 -0.08
-0.03 0.05 0.00
0.00 0.02 0.01
0.03 -0.04 0.09
0.07 -0.02 0.00
0.03 -0.02 0.03
0.09 -0.10 -0.15
0.02 -0.05 0.00
0.10 0.02 -0.13
0.17 -0.05 -0.05
-0.01 -0.04 -0.02
0.01 -0.03 0.00
-0.06 -0.03 -0.01
0.02 0.03 -0.02
-0.02 0.01 -0.03
0.04 0.02 0.05
-0.02 0.05 0.00
-0.03 0.01 0.03
-0.05 -0.07 -0.02
0.01 0.00 0.00
-0.04 0.01 -0.01
-0.01 0.05 -0.07
-0.15 0.07 0.03
-0.08 0.06 0.02
-0.04 -0.05 0.03
0.01 -0.14 -0.08
-0.02 0.04 0.02
0.03 0.00 0.03
0.03 0.00 -0.01
0.03 -0.08 -0.04
-0.02 0.07 0.01
-0.03 -0.02 -0.02
-0.06 -0.05 0.01
-0.20 -0.01 -0.04
0.04 -0.01 -0.03
-0.04 0.06 -0.07
0.04 -0.01 -0.08
-0.10 -0.05 -0.02
0.04 -0.06 -0.02
0.02 -0.05 0.02
0.08 0.04 0.02
-0.07 0.02 0.00
0.00 0.01 0.08
-0.09 -0.03 -0.06
-0.19 -0.03 0.03
-0.12 0.07 -0.05
0.12 -0.02 0.00
0.00 -0.15 0.16
-0.07 0.09 -0.04
0.26 0.02 -0.17
0.21 -0.08 0.06
-0.20 0.01 -0.01
-0.01 0.07 -0.06
0.17 0.04 0.07
-0.03 -0.15 0.04
-0.02 0.03 0.02
0.06 0.04 0.00
0.02 -0.03 -0.07
-0.10 -0.06 0.01
0.00 -0.03 -0.04
0.01 0.01 -0.01
0.00 0.03 0.02
-0.03 -0.08 -0.06
0.72 0.07 0.14
-0.03 -0.16 -0.49
-0.03 -0.04 0.00
0.05 0.03 0.05
0.09 0.05 0.00
-0.08 0.05 0.08
0.02 0.07 0.07
-0.01 0.11 0.10
-0.01 0.09 0.10
-0.03 0.02 -0.06
-0.04 0.05 0.01
-0.01 0.05 -0.03


Record 4
# Br2H4Si2

A molecular structure, Br2H4Si2 in a non-equilibrium geometry (ωB97M-V/def2-TZVPD, OMol25).

charge: 0
energy above the lowest of the compared OMol25 structures with the same formula, charge and spin: 12.0 kcal per mole
HOMO-LUMO gap (alpha / beta): 7.57 / 5.86 eV
HOMO level (alpha / beta): -0.2608 / -0.3687 Eh
multiplicity: 3

Each line ends with the Löwdin spin population.
CARTESIAN COORDINATES (ANGSTROEM)
Si1 0.728191 0.457414 -0.879606  0.1101
Si2 -0.509403 -0.085467 0.986204  0.5724
Br1 -2.725452 0.012013 0.602327  0.1181
Br2 -0.192346 -3.157940 0.829904  1.1027
H1 1.605370 1.374777 -0.139242  0.0091
H2 1.095198 -0.584160 -1.789308  0.0012
H3 0.205464 1.351028 -1.844850  0.0161
H4 -0.207021 0.632334 2.234570  0.0704

Atomic forces in eV per Å
-0.45 0.82 0.95
-0.47 -0.04 -0.22
0.19 -0.10 0.11
-0.04 -0.64 -0.05
0.99 -0.34 -0.07
0.83 -1.05 0.01
-1.02 0.99 -0.72
-0.01 0.35 -0.01